Computed, not measured: a 8-piece molecular cluster, C42H89F2N7O8S2 overall at a distorted geometry, with wB97M-V/def2-TZVPD.

Last column: Mulliken charge in e.
Element x y z (Å)
S -6.016 2.780 2.215  1.06
S -5.723 2.099 4.340  1.09
F -6.691 4.051 1.478  -0.37
F -6.383 2.528 5.764  -0.30
O 0.049 -1.559 -0.669  -0.72
O -6.250 0.779 4.275  -0.58
O -1.043 -0.780 1.053  -0.78
O 3.306 3.906 -5.311  -0.71
O -4.284 2.180 4.494  -0.53
O -6.657 1.732 1.467  -0.60
O -4.654 3.195 1.993  -0.56
O 5.274 3.350 -6.016  -0.72
N -5.013 -3.794 -3.479  0.16
N -1.977 8.165 -1.874  0.20
N 3.562 2.397 5.729  0.13
N -0.519 -7.213 6.205  0.05
N -6.646 -3.703 -1.917  0.23
N -6.650 3.194 3.475  -0.21
N 3.617 -2.385 -9.875  0.15
C -0.507 -8.318 5.113  -0.45
C 2.150 -1.821 -9.992  -1.14
C 3.922 1.049 5.043  -1.24
C -0.613 -0.659 -0.148  0.47
C 7.363 3.259 7.292  -1.11
C -5.286 -3.608 -2.147  -0.37
C 1.726 3.670 6.536  -0.71
C -1.473 -6.158 5.681  -0.57
C -7.217 -3.507 -0.649  -0.54
C 0.812 -6.496 6.359  -1.05
C -7.791 -4.888 -0.160  -1.01
C 5.096 -3.370 -11.678  -0.57
C 4.342 3.281 -5.217  0.49
C -3.411 11.344 -0.081  -1.38
C -2.508 6.793 -2.440  -1.14
C -2.539 -6.884 4.928  -0.44
C -7.275 -3.797 -3.060  -0.21
C -0.048 -8.604 8.315  -0.37
C -6.267 -4.006 -4.043  -0.45
C 0.464 8.979 -1.860  -0.61
C 2.017 4.315 5.196  -0.45
C 3.771 -3.648 -10.799  -0.54
C -3.627 -3.847 -4.060  -0.70
C 4.765 3.094 6.551  -0.91
C -0.905 0.511 -0.935  -0.65
C 2.993 -3.553 -7.694  -0.36
C 6.353 2.679 6.197  -0.47
C 0.231 8.106 -0.622  -0.56
C -1.111 -7.740 7.541  -0.67
C 2.245 2.226 6.501  -0.47
C -0.819 8.692 -2.747  -0.69
C -3.137 9.178 -1.522  -0.90
C 3.608 -3.889 -6.358  -1.45
C 4.036 -2.789 -8.454  -0.87
C -2.615 10.618 -1.082  0.00
C 4.576 -1.311 -10.363  -0.62
C 5.745 -2.174 -10.900  -0.55
C -1.331 7.850 -0.522  -0.72
C 4.722 2.748 -3.848  -0.69
C 3.034 3.373 4.646  -0.78
C -0.752 -9.553 9.283  -1.27
C -1.931 -8.308 4.607  -0.64
H -0.738 1.285 -0.186  0.23
H -3.097 -4.365 -3.261  0.32
H 2.950 -4.712 -6.079  0.38
H -1.033 -5.517 4.917  0.43
H -4.613 -3.470 -1.314  0.42
H 5.286 1.825 -3.987  0.22
H 4.884 -0.621 -9.578  0.38
H -3.622 -4.346 -5.029  0.31
H 8.335 3.197 6.802  0.35
H -1.655 6.114 -2.436  0.48
H 0.106 -8.070 4.246  0.40
H 1.135 -6.139 5.381  0.44
H -6.469 -3.080 0.019  0.35
H 2.671 2.718 3.854  0.53
H 4.188 -0.673 -11.157  0.41
H -1.805 -8.466 7.118  0.36
H -3.695 9.217 -2.458  0.40
H 4.531 4.128 6.802  0.50
H 4.544 -1.942 -7.992  0.41
H -1.985 0.502 -1.085  0.17
H 6.243 -1.483 -11.581  0.43
H 7.262 2.630 8.177  0.33
H 0.703 -5.675 7.068  0.38
H 1.661 1.517 5.914  0.40
H -3.450 10.766 0.842  0.35
H -1.678 6.881 -0.163  0.53
H -1.780 8.497 0.232  0.22
H 2.988 0.694 4.608  0.56
H -0.482 7.941 -3.461  0.43
H -8.078 -2.840 -0.668  0.33
H 4.939 -3.055 -12.709  0.32
H -1.914 -5.623 6.523  0.26
H -1.637 -6.975 8.112  0.35
H 0.593 -7.938 8.893  0.37
H 2.329 5.343 5.377  0.30
H 7.067 4.286 7.505  0.33
H 2.098 -1.027 -9.247  0.39
H -6.902 -5.408 0.198  0.28
H -1.928 -8.431 3.524  0.35
H -1.708 10.450 -0.501  0.18
H 2.112 -3.023 -7.331  0.30
H 2.025 -1.609 -11.054  0.50
H 0.721 7.135 -0.684  0.38
H 0.657 3.683 6.752  0.46
H 0.691 10.011 -1.594  0.32
H -3.469 -6.990 5.486  0.27
H 6.281 1.594 6.131  0.36
H 1.370 8.647 -2.367  0.39
H 1.161 4.180 4.535  0.34
H -0.080 -9.195 5.600  0.31
H 4.402 0.416 5.789  0.40
H 6.360 -2.514 -10.066  0.29
H -3.110 -2.902 -4.229  0.31
H 4.596 -4.347 -6.419  0.39
H -0.173 0.774 -1.699  0.29
H -6.397 -4.309 -5.072  0.41
H 4.467 1.238 4.119  0.39
H -0.712 -9.055 10.252  0.33
H -2.568 -9.104 4.995  0.32
H 4.669 2.685 7.557  0.34
H -2.890 12.182 0.382  0.40
H 3.919 3.872 4.250  0.36
H -1.813 -9.664 9.056  0.36
H 5.720 -4.262 -11.620  0.32
H -8.220 -5.401 -1.022  0.34
H 3.528 -3.070 -5.643  0.37
H 2.091 4.315 7.335  0.31
H -8.353 -3.738 -3.077  0.46
H -0.315 -10.537 9.453  0.33
H 1.487 -7.224 6.808  0.41
H 4.831 -3.496 -8.692  0.40
H -1.240 9.440 -3.419  0.39
H -2.822 7.022 -3.458  0.40
H -4.457 11.465 -0.362  0.33
H 2.610 -4.398 -8.266  0.50
H 1.466 -2.652 -9.815  0.40
H 0.556 8.566 0.311  0.36
H -8.541 -4.944 0.629  0.37
H 6.538 2.962 5.161  0.42
H -3.290 6.381 -1.802  0.43
H 2.499 1.871 7.500  0.33
H 0.625 -9.130 7.638  0.38
H 3.633 -4.577 -10.245  0.37
H -3.744 8.677 -0.767  0.44
H 3.802 2.541 -3.303  0.22
H -2.720 -6.303 4.023  0.37
H -2.382 11.091 -2.036  0.35
H 5.224 3.494 -3.233  0.19
H 2.904 -3.702 -11.457  0.38

Results
* spin multiplicity: 1
* electronic energy: -98885.9593 eV
* charge: +2
* HOMO energy: -0.2788 Eh
* frontier orbital gap: 0.1647 Eh

***

Computed, not measured: a 2-piece molecular cluster, C17H21N5O4 overall at a distorted geometry, with wB97M-V/def2-TZVPD.

Last column: Mulliken charge in e.
Element x y z (Å)
O -5.148 -1.002 -2.166  -0.46
O 4.257 -3.209 0.223  -0.62
O 2.800 -1.535 0.165  -0.51
O -5.515 -0.871 0.194  -0.58
N 3.265 1.113 0.099  -0.28
N 3.814 3.216 0.005  -0.11
N 4.737 -0.566 -1.984  -0.61
N -5.650 1.731 0.063  -0.81
N -2.255 0.331 2.453  0.05
C 5.106 -1.129 -0.677  -0.13
C -2.847 0.759 0.315  0.38
C -1.696 -0.722 1.733  -0.68
C -4.950 1.116 -1.083  0.22
C -0.902 -1.886 2.070  -1.28
C 4.620 1.222 0.213  0.22
C -2.174 -0.457 0.410  1.28
C -2.061 -1.421 -0.623  -0.28
C -1.394 -2.608 -0.293  -1.10
C -3.037 1.152 1.616  -0.57
C 2.817 2.305 -0.002  -0.72
C -0.706 -2.773 0.969  -0.29
C 5.006 2.533 0.193  -0.51
C -5.269 -0.354 -0.927  0.21
C 5.492 -0.001 0.257  -0.66
C -3.470 1.429 -0.836  -1.49
C 4.005 -2.068 -0.074  0.40
H -2.878 1.117 -1.635  0.54
H -0.109 -3.700 1.058  0.39
H 1.849 2.504 -0.111  0.74
H 2.796 -0.586 0.067  0.69
H 6.004 -1.759 -0.744  0.37
H 6.003 3.015 0.358  0.35
H -2.230 0.457 3.397  0.07
H -5.204 -1.947 -1.978  0.40
H -3.498 2.490 -0.780  0.43
H -0.726 -2.192 3.020  0.57
H 4.822 -1.225 -2.635  0.26
H -2.614 -1.321 -1.477  0.71
H 3.785 -0.301 -1.944  0.28
H -6.626 1.729 -0.218  0.26
H 3.693 4.189 0.138  0.21
H 5.537 -0.438 1.254  0.31
H -1.430 -3.372 -0.972  0.51
H 6.546 0.334 0.059  0.32
H -5.646 1.087 0.808  0.30
H -5.313 1.633 -1.931  0.65
H -3.604 1.981 1.951  0.57

Results
* spin multiplicity: 1
* electronic energy: -33609.4760 eV
* charge: 0
* HOMO energy: -0.2820 Eh
* SMILES: N[C@@H](Cc1c[nH]c2ccccc12)C(=O)O.N[C@@H](Cc1c[nH]cn1)C(=O)O
* frontier orbital gap: 0.3013 Eh
* ΔE to the lowest compared entry with this formula, charge and spin: 281.3 kJ/mol